[1]
ORCA calculation (wB97M-V/def2-TZVPD) on a cluster of 2 separate species, C4H6FNO5 in total in a non-equilibrium geometry.

Properties
Lowest unoccupied orbital energy (alpha / beta)   -7.7 / -11.2 eV
Net charge   +1
Calculated total energy   -686.3284 Eh
Spin multiplicity   2

XYZ file:
```
17
Properties=species:S:1:pos:R:3:forces:R:3
C -0.916 -1.921 -0.996 1.4 0.2 -1.6
C -1.716 -1.418 0.133 -2.3 -0.4 0.4
O -0.752 -0.859 0.933 0.4 1.8 2.4
C 0.512 -1.156 0.584 -0.3 -2.4 -1.3
O 1.529 -0.826 1.103 -0.4 0.7 0.3
O 0.424 -1.982 -0.481 0.6 -0.1 0.3
F -2.468 -2.374 0.792 1.0 0.3 -0.1
H -0.837 -1.101 -1.709 -0.5 -0.1 -0.5
H -1.151 -2.846 -1.524 -0.2 0.1 0.5
H -2.442 -0.637 -0.091 0.1 -0.1 -0.3
C 1.422 2.105 0.716 -0.4 0.1 1.8
N 0.787 2.251 -0.615 4.8 -3.5 -2.1
O -0.230 2.928 -0.554 -2.0 1.3 -0.6
O 1.245 1.699 -1.624 -2.1 2.0 2.8
H 0.865 1.337 1.252 -0.2 -0.5 -0.3
H 1.255 2.978 1.347 0.0 0.5 -0.4
H 2.474 1.821 0.735 0.0 0.1 -1.0
```
Forces are in eV/Å.

[2]
ORCA calculation (wB97M-V/def2-TZVPD) on the ion C5H12NS2 with charge -1 in a non-equilibrium geometry.

Properties
Lowest unoccupied orbital energy   2.7 eV
Net charge   -1
Calculated total energy   -1048.8127 Eh
Energy relative to the best compared isomer or geometry (same formula, charge and spin)   103.3 kJ/mol
SMILES string   [S-]CCNCCCS

XYZ file:
```
20
Properties=species:S:1:pos:R:3:forces:R:3
C 1.696 -0.538 0.207 -1.3 0.6 -0.7
C 2.891 0.371 -0.003 2.0 -0.1 0.0
S 3.580 1.294 1.403 -0.3 1.1 0.9
C 0.347 0.138 -0.388 1.7 -1.3 0.8
N -0.710 -0.404 0.442 -1.6 0.9 -1.0
C -1.563 -1.425 -0.240 -0.7 0.4 1.9
C -3.066 -1.010 -0.210 0.6 -1.2 0.9
S -3.582 0.223 -1.398 0.0 0.0 -0.5
H 1.833 -1.498 -0.290 0.2 0.1 -0.6
H 1.385 -0.913 1.190 0.7 1.0 0.3
H 3.848 -0.086 -0.385 -1.4 0.0 -0.2
H 2.657 1.252 -0.648 0.0 -0.9 0.2
H 4.405 0.487 2.094 -0.3 -0.5 -0.5
H 0.337 -0.249 -1.400 -0.6 0.1 -0.4
H 0.394 1.235 -0.496 0.0 -0.3 0.6
H -1.399 0.318 0.738 1.0 -0.4 -0.6
H -1.457 -2.306 0.425 -0.1 -0.1 -0.6
H -1.311 -1.682 -1.268 0.4 0.3 0.0
H -3.313 -0.595 0.792 0.3 -0.5 -0.2
H -3.499 -2.048 -0.205 -0.7 0.9 -0.5
```
Forces are in eV/Å.

[3]
ORCA calculation (wB97M-V/def2-TZVPD) on a structure of composition C30H29NiO5P2.

Properties
Lowest unoccupied orbital energy (alpha / beta)   -2.3 / -3.6 eV
Net charge   +1
Calculated total energy   -3727.6611 Eh
Spin multiplicity   3

XYZ file:
```
67
Properties=species:S:1:pos:R:3:forces:R:3
Ni 0.635 0.611 0.727 0.2 0.9 0.3
O 4.068 2.133 2.447 0.1 0.0 -0.1
C 2.958 1.499 2.153 0.0 -0.1 -0.1
O 2.671 1.126 1.030 0.1 -0.1 0.0
C 2.109 1.204 3.358 0.0 0.0 0.0
O 0.790 0.887 2.981 -0.5 -0.3 0.1
C -0.146 1.967 3.243 0.1 -0.3 0.1
C -0.099 3.000 2.146 0.2 0.3 -0.8
O -0.503 4.120 2.374 0.0 -0.1 0.0
O 0.376 2.547 1.021 -0.1 0.2 0.3
H 4.588 2.276 1.638 0.0 0.0 0.1
H 2.558 0.340 3.853 0.0 0.0 0.0
H 2.141 2.047 4.047 0.0 0.0 0.0
H -1.135 1.519 3.247 -0.1 -0.1 0.1
H 0.045 2.417 4.214 0.0 -0.1 0.1
C -0.784 -1.860 -0.961 0.0 0.1 0.0
C -1.399 -0.622 -1.628 0.1 -0.1 0.1
P -1.451 0.722 -0.378 -0.2 -0.1 -0.2
C -3.029 0.464 0.458 0.0 0.1 0.1
C -3.055 0.088 1.799 -0.1 -0.1 -0.1
C -4.267 -0.114 2.447 0.0 0.0 0.0
C -5.455 0.065 1.754 0.0 0.0 0.0
C -5.436 0.435 0.413 0.0 0.0 0.0
C -4.229 0.632 -0.237 0.0 0.0 0.1
C -1.531 2.271 -1.297 0.0 0.0 0.0
C -2.406 3.288 -0.940 0.0 0.1 0.0
C -2.324 4.522 -1.572 0.0 0.0 0.0
C -1.366 4.743 -2.549 0.0 0.0 0.0
C -0.480 3.733 -2.899 0.0 -0.1 0.0
C -0.556 2.502 -2.270 0.0 0.0 0.0
P 0.884 -1.499 -0.288 0.1 -0.2 -0.1
C 1.943 -1.313 -1.753 0.0 0.0 0.0
C 1.594 -1.825 -3.004 0.0 0.0 0.0
C 2.452 -1.679 -4.083 0.0 0.0 0.0
C 3.666 -1.023 -3.926 0.0 0.0 0.0
C 4.023 -0.511 -2.686 0.0 0.0 0.0
C 3.164 -0.649 -1.605 0.0 0.0 0.0
C 1.370 -3.067 0.486 0.0 0.1 0.1
C 2.495 -3.774 0.074 0.0 0.0 0.0
C 2.807 -4.988 0.676 0.0 0.0 0.0
C 2.002 -5.494 1.685 0.0 0.0 0.0
C 0.886 -4.783 2.109 0.0 0.0 0.0
C 0.574 -3.569 1.518 0.0 0.0 0.0
H -0.722 -2.716 -1.630 -0.1 0.0 -0.1
H -1.400 -2.172 -0.113 0.0 0.0 0.0
H -2.411 -0.824 -1.979 0.0 0.0 -0.1
H -0.807 -0.291 -2.480 0.0 0.0 0.0
H -2.125 -0.063 2.333 0.0 0.0 0.0
H -4.284 -0.406 3.489 0.0 0.0 0.0
H -6.401 -0.083 2.258 0.0 0.0 0.0
H -6.366 0.575 -0.125 0.0 0.0 0.0
H -4.218 0.931 -1.279 0.0 0.0 0.0
H -3.142 3.134 -0.160 0.0 0.0 0.0
H -3.003 5.314 -1.288 0.0 0.0 0.0
H -1.299 5.710 -3.031 0.0 0.0 0.0
H 0.274 3.908 -3.656 0.0 0.0 0.0
H 0.158 1.726 -2.533 0.0 0.0 0.0
H 0.658 -2.347 -3.150 0.0 0.0 0.0
H 2.174 -2.083 -5.048 0.0 0.0 0.0
H 4.333 -0.910 -4.771 0.0 0.0 0.0
H 4.969 0.003 -2.563 0.0 0.0 0.0
H 3.443 -0.240 -0.641 0.0 0.0 -0.1
H 3.125 -3.390 -0.719 0.0 0.0 0.0
H 3.681 -5.538 0.349 0.0 0.0 0.0
H 2.243 -6.445 2.144 0.0 0.0 0.0
H 0.261 -5.172 2.902 0.0 0.0 0.0
H -0.290 -3.013 1.869 0.0 0.0 0.0
```
Forces are in eV/Å.

[4]
ORCA calculation (wB97M-V/def2-TZVPD) on the molecule C4H8O2.

Properties
Lowest unoccupied orbital energy   0.9 eV
Net charge   0
Calculated total energy   -307.6435 Eh
Energy relative to the best compared isomer or geometry (same formula, charge and spin)   180.9 kJ/mol
SMILES string   C[C@@]1(O)C[C@H]1O

XYZ file:
```
14
Properties=species:S:1:pos:R:3:forces:R:3
C -1.023 0.285 -1.051 0.0 0.0 0.0
C -0.055 0.494 0.100 -0.1 -0.3 -0.1
O 0.332 1.822 0.338 -0.2 0.2 0.1
C -0.077 -0.418 1.302 -0.1 0.0 0.2
C 1.052 -0.494 0.319 0.1 0.2 0.2
O 1.097 -1.648 -0.460 0.1 0.0 -0.2
H -1.957 -0.192 -0.738 0.1 0.1 0.0
H -0.587 -0.343 -1.836 -0.1 0.1 0.1
H -1.260 1.255 -1.495 0.0 -0.1 0.1
H -0.370 2.237 0.856 0.2 0.0 -0.1
H 0.127 0.021 2.275 0.0 -0.1 -0.2
H -0.777 -1.250 1.295 0.1 0.2 0.0
H 2.015 -0.082 0.624 -0.2 -0.1 -0.1
H 1.409 -1.399 -1.339 0.0 -0.1 0.1
```
Forces are in eV/Å.

[5]
ORCA calculation (wB97M-V/def2-TZVPD) on a structure of composition C32H41N5NiO3SSb.

Properties
Lowest unoccupied orbital energy (alpha / beta)   -3.0 / -3.0 eV
Net charge   +1
Calculated total energy   -3890.1270 Eh

XYZ file:
```
84
Properties=species:S:1:pos:R:3:forces:R:3
Ni 0.507 -0.784 -0.118 0.0 0.6 0.1
C -1.257 -0.922 2.960 -0.1 -0.2 0.2
C 0.175 -0.524 3.074 -0.1 0.0 0.1
C 0.679 -0.080 4.297 0.2 0.0 0.0
C 2.016 0.237 4.416 -0.1 0.0 -0.1
C 2.849 0.058 3.320 -0.2 -0.1 -0.2
C 2.287 -0.394 2.136 0.0 0.1 0.2
N 0.967 -0.627 2.009 0.3 0.0 -0.3
C 3.098 -0.698 0.933 0.2 0.0 0.2
C 4.487 -0.730 0.951 -0.2 0.0 -0.1
C 5.168 -1.027 -0.216 -0.2 0.0 0.0
C 4.445 -1.264 -1.371 -0.1 0.0 0.1
C 3.055 -1.217 -1.328 0.1 -0.1 -0.3
N 2.409 -0.971 -0.183 -0.1 0.0 0.1
C 2.208 -1.383 -2.538 -0.1 0.0 -0.1
C 2.730 -1.718 -3.780 -0.2 0.1 0.2
C 1.856 -1.800 -4.852 -0.1 0.0 0.1
C 0.513 -1.541 -4.652 0.1 0.0 0.0
C 0.055 -1.215 -3.378 0.1 -0.1 0.0
C -1.379 -0.907 -3.124 -0.1 0.0 0.0
N 0.899 -1.159 -2.348 0.3 0.0 0.2
H -1.567 -1.431 3.872 0.0 -0.1 0.0
H -1.414 -1.578 2.104 0.0 0.0 0.1
H -1.883 -0.042 2.828 0.0 0.0 0.1
H 0.009 0.005 5.140 0.0 0.0 0.0
H 2.415 0.596 5.351 0.0 0.0 0.1
H 3.902 0.267 3.398 0.1 0.0 0.0
H 5.029 -0.539 1.861 0.0 0.0 0.1
H 6.247 -1.064 -0.227 0.0 0.0 0.0
H 4.956 -1.467 -2.296 0.0 0.0 -0.1
H 3.780 -1.910 -3.921 0.1 0.0 0.0
H 2.224 -2.058 -5.833 0.0 0.0 -0.1
H -0.187 -1.584 -5.472 0.0 0.0 -0.1
H -1.959 -0.988 -4.040 0.0 0.0 0.0
H -1.469 0.102 -2.724 0.0 0.0 0.0
H -1.792 -1.576 -2.372 0.0 0.0 0.0
C 0.771 6.366 -1.554 0.1 0.0 0.1
C 1.537 5.544 -0.532 0.0 0.3 0.3
N 1.482 4.125 -0.835 0.4 0.1 -0.3
C 0.808 3.113 -0.295 -0.2 -0.3 0.1
S 1.031 1.591 -1.066 0.0 -0.2 -0.2
N 0.006 3.211 0.749 -0.3 -0.6 0.2
C -0.432 4.388 1.480 0.0 0.1 0.1
C -1.493 3.981 2.487 0.0 0.1 0.0
H 0.911 7.428 -1.363 0.0 0.1 0.0
H -0.293 6.144 -1.513 -0.1 0.0 0.0
H 1.119 6.157 -2.564 0.0 0.0 -0.1
H 1.154 5.722 0.475 0.2 0.0 -0.4
H 2.594 5.827 -0.521 -0.1 0.0 0.0
H 2.014 3.834 -1.646 -0.1 0.0 0.2
H -0.539 2.342 0.935 0.3 0.5 -0.1
H -0.843 5.128 0.786 0.0 0.0 0.1
H 0.419 4.841 2.002 -0.2 0.0 0.0
H -2.326 3.488 1.996 -0.1 -0.1 -0.1
H -1.858 4.862 3.012 0.0 0.0 0.0
H -1.081 3.292 3.220 0.0 -0.1 0.1
O -4.148 2.267 0.439 -0.1 0.1 0.0
C -4.516 1.004 0.102 0.0 0.0 0.0
C -5.844 0.709 -0.198 0.0 0.0 0.0
C -6.222 -0.570 -0.557 0.1 0.0 0.0
C -5.274 -1.582 -0.636 -0.1 0.0 0.0
C -3.958 -1.284 -0.352 0.1 -0.1 0.0
C -3.553 -0.005 0.028 0.0 0.0 0.0
C -2.118 0.240 0.365 0.0 0.1 -0.1
O -1.783 1.168 1.096 0.1 0.2 -0.1
O -1.330 -0.641 -0.131 0.1 -0.2 -0.3
H -4.929 2.833 0.408 0.1 -0.1 0.0
H -6.582 1.499 -0.146 -0.1 0.1 0.0
H -7.258 -0.775 -0.778 -0.1 0.0 0.0
H -5.562 -2.585 -0.914 0.0 0.0 0.0
H -3.200 -2.056 -0.409 0.0 0.0 0.0
C -1.396 -4.990 -0.018 0.1 0.2 0.0
Sb 0.140 -3.500 0.034 0.2 -0.5 0.1
C 1.505 -4.510 -1.275 -0.1 0.0 0.1
C 1.061 -4.140 1.860 -0.1 0.0 -0.1
H -0.930 -5.963 0.081 0.1 -0.2 0.0
H -1.937 -4.941 -0.957 -0.1 0.0 -0.1
H -2.096 -4.839 0.797 -0.1 0.0 0.1
H 1.543 -5.565 -1.021 0.0 -0.1 0.0
H 2.502 -4.088 -1.176 0.1 0.0 0.0
H 1.183 -4.403 -2.308 0.0 0.0 -0.1
H 1.263 -5.207 1.831 0.0 -0.1 0.0
H 0.406 -3.924 2.701 -0.1 0.0 0.1
H 1.995 -3.602 2.003 0.1 0.0 0.0
```
Forces are in eV/Å.

[6]
ORCA calculation (wB97M-V/def2-TZVPD) on a cluster of 5 separate species, C2H16NO5 in total in a non-equilibrium geometry.

Properties
Lowest unoccupied orbital energy   -2.9 eV
Net charge   +1
Calculated total energy   -516.5324 Eh
Energy relative to the best compared isomer or geometry (same formula, charge and spin)   2.4 kJ/mol

XYZ file:
```
24
Properties=species:S:1:pos:R:3:forces:R:3
C 2.214 -0.418 0.684 1.1 0.2 -0.2
O 1.773 0.712 1.387 -0.6 0.0 0.3
C 1.320 -0.829 -0.486 -0.3 1.0 0.7
N -0.106 -0.691 -0.023 -0.7 -0.6 0.2
H 2.322 -1.201 1.433 -0.2 -0.1 -0.1
H 3.219 -0.251 0.276 -0.1 -0.1 0.0
H 1.728 1.516 0.846 0.1 -0.3 -0.3
H 1.450 -0.121 -1.299 0.1 -0.2 -0.2
H 1.513 -1.856 -0.772 -0.1 0.0 -0.2
H -0.186 -0.196 0.873 0.5 -0.1 0.1
H -0.481 -1.634 0.108 -0.3 0.1 0.3
H -0.744 -0.157 -0.634 0.4 -0.2 -0.5
H -1.647 -4.017 1.497 0.0 0.0 -0.3
H -0.714 -3.440 2.516 0.2 0.1 0.0
O -0.853 -3.475 1.563 -0.2 0.1 0.1
H -3.885 1.415 1.353 0.1 -0.2 0.2
H -3.382 1.903 0.032 0.1 0.0 -0.1
O -3.163 1.274 0.729 -0.1 0.2 -0.2
H 1.544 3.263 -0.860 0.1 0.0 0.0
H 0.161 2.634 -0.971 -0.1 0.0 0.1
O 1.085 2.418 -0.799 0.0 0.1 -0.1
H -1.849 1.232 -2.573 0.2 0.1 -0.4
H -0.261 1.094 -2.672 -0.3 0.2 -0.4
O -1.059 0.825 -2.207 0.1 -0.2 0.7
```
Forces are in eV/Å.

[7]
ORCA calculation (wB97M-V/def2-TZVPD) on the molecule C6H8N2O3 in a non-equilibrium geometry.

Properties
Lowest unoccupied orbital energy   0.6 eV
Net charge   0
Calculated total energy   -568.5702 Eh
Energy relative to the best compared isomer or geometry (same formula, charge and spin)   323.3 kJ/mol
SMILES string   Cc1cnoc1[C@@H](N)C(=O)O

XYZ file:
```
19
Properties=species:S:1:pos:R:3:forces:R:3
C -2.376 -0.051 0.810 0.8 1.2 -0.3
C -1.301 -0.735 0.196 0.0 1.0 0.4
C -0.487 0.328 -0.136 3.6 -1.5 -2.0
C 1.765 -0.120 0.505 1.4 1.1 0.2
C -1.136 -2.166 -0.167 2.5 1.0 -0.6
C 1.195 0.428 -0.765 -4.6 -0.2 1.3
N -2.203 1.249 0.795 -0.3 0.5 0.3
N 1.473 1.833 -0.865 3.7 -1.3 1.1
O 1.788 0.790 1.527 0.6 0.9 0.2
O 2.200 -1.227 0.634 -0.5 -0.1 0.3
O -0.955 1.487 0.182 -1.6 0.3 0.9
H -3.264 -0.397 1.293 -0.4 -0.4 0.0
H -2.055 -2.669 -0.391 -0.3 -0.4 0.3
H -0.605 -1.952 -1.108 -0.2 -1.2 -0.2
H -0.355 -2.683 0.449 -1.2 0.1 -0.2
H 1.153 -0.262 -1.636 0.7 0.6 0.5
H 2.443 2.043 -1.194 -1.0 -0.6 0.5
H 1.819 1.789 1.311 -0.5 -2.6 -0.5
H 0.902 2.315 -1.440 -2.6 1.7 -2.2
```
Forces are in eV/Å.

[8]
ORCA calculation (wB97M-V/def2-TZVPD) on the molecule C3H7N3O2 in a non-equilibrium geometry.

Properties
Lowest unoccupied orbital energy   0.6 eV
Net charge   0
Calculated total energy   -432.9751 Eh
Energy relative to the best compared isomer or geometry (same formula, charge and spin)   912.7 kJ/mol
SMILES string   N=C1NOCCON1

XYZ file:
```
15
Properties=species:S:1:pos:R:3:forces:R:3
C 0.461 0.894 -1.090 2.4 2.6 -0.3
C 0.069 -1.221 1.086 -0.2 -2.5 1.6
C -1.287 -0.456 1.006 2.7 -1.2 4.8
H 1.603 1.762 -2.404 -2.2 1.7 2.6
H 2.470 0.142 -0.706 -4.6 -2.0 -0.7
H 0.167 -1.308 2.260 0.3 -0.5 -2.3
H -0.061 -2.261 0.490 0.5 2.2 1.5
H -2.000 -1.212 1.732 1.3 2.5 -2.7
H -0.973 0.514 1.536 -1.4 -1.1 -0.2
H -1.451 1.199 -1.345 1.0 1.6 0.2
N 0.738 2.103 -1.688 2.9 -6.3 -1.5
N 1.306 -0.356 -0.713 4.1 4.1 -1.0
N -0.797 0.948 -0.597 -3.2 0.8 -1.6
O 1.320 -0.599 0.705 -2.5 0.3 0.0
O -1.565 -0.151 -0.272 -1.2 -1.8 -0.5
```
Forces are in eV/Å.